This record from OMol25 describes 11 unconnected molecules or ions with the total composition C66H174N15O23P5 at a distorted geometry. The level of theory is the ωB97M-V functional and the def2-TZVPD basis.

Last columns: bonded neighbours and bond lengths (Å).
Element x y z (Å)
1 O 1.12256 3.55931 4.21992  P2 1.505
2 P -0.20164 2.93092 3.87843  O1 1.505, N3 1.695, N6 1.673, N9 1.681
3 N -1.40948 3.96037 3.28419  P2 1.695, C4 1.468, C5 1.483
4 C -2.16214 4.71650 4.29242  N3 1.468, H12 1.130, H13 1.127, H14 1.091
5 C -0.94763 4.81839 2.16620  N3 1.483, H15 1.114, H16 1.072, H17 1.109
6 N -0.98210 2.28061 5.20771  P2 1.673, C7 1.485, C8 1.473
7 C -2.27699 1.55566 5.14553  N6 1.485, H18 1.090, H19 1.151, H20 1.068
8 C -0.11479 1.78341 6.28932  N6 1.473, H21 1.091, H22 1.125, H23 1.081
9 N 0.15539 1.67580 2.81831  P2 1.681, C10 1.463, C11 1.444
10 C 1.35948 1.74398 1.99040  N9 1.463, H24 1.095, H25 1.108, H26 1.119
11 C -0.79925 0.73032 2.28800  N9 1.444, H27 1.062, H28 1.056, H29 1.088
12 H -1.50569 5.46230 4.83109  C4 1.130
13 H -2.58842 4.01980 5.06838  C4 1.127
14 H -2.98170 5.19875 3.75701  C4 1.091
15 H -0.24718 5.64614 2.42143  C5 1.114
16 H -1.78749 5.28820 1.69459  C5 1.072
17 H -0.29415 4.18452 1.53260  C5 1.109
18 H -2.19935 0.54199 4.75201  C7 1.090
19 H -2.57214 1.46281 6.25401  C7 1.151
20 H -3.05339 2.17138 4.74694  C7 1.068
21 H 0.68334 2.51893 6.40237  C8 1.091
22 H -0.82848 1.72446 7.15724  C8 1.125
23 H 0.26756 0.77961 6.16901  C8 1.081
24 H 1.06799 2.01176 0.96924  C10 1.095
25 H 2.05694 2.49593 2.40912  C10 1.108
26 H 1.79448 0.71710 2.08067  C10 1.119
27 H -0.44858 -0.25643 2.46573  C11 1.062
28 H -0.92701 0.88563 1.25148  C11 1.056
29 H -1.77915 0.76196 2.76003  C11 1.088
30 O 6.19866 -6.45188 -4.02441  P31 1.500
31 P 6.79071 -5.79507 -2.81272  O30 1.500, N32 1.662, N35 1.676, N38 1.720
32 N 8.39124 -5.38636 -2.99863  P31 1.662, C33 1.430, C34 1.433
33 C 9.02578 -5.69999 -4.24135  N32 1.430, H41 1.059, H42 1.079, H43 1.104
34 C 8.97930 -4.28654 -2.29385  N32 1.433, H44 1.097, H45 1.105, H46 1.123
35 N 6.78491 -6.68311 -1.39125  P31 1.676, C36 1.464, C37 1.456
36 C 7.99184 -7.17110 -0.72211  N35 1.464, H47 1.073, H48 1.105, H49 1.066
37 C 5.49536 -7.16653 -0.91880  N35 1.456, H50 1.127, H51 1.153, H52 1.102
38 N 5.98615 -4.35808 -2.31631  P31 1.720, C39 1.432, C40 1.421
39 C 5.60439 -3.48350 -3.38372  N38 1.432, H53 1.104, H54 1.091, H55 1.082
40 C 5.56001 -4.11155 -0.98348  N38 1.421, H56 1.076, H57 1.079, H58 1.057
41 H 8.91108 -5.08604 -5.09668  C33 1.059
42 H 8.90185 -6.73153 -4.53383  C33 1.079
43 H 10.10064 -5.55718 -4.03316  C33 1.104
44 H 8.25416 -3.93863 -1.54807  C34 1.097
45 H 9.25538 -3.45127 -2.96245  C34 1.105
46 H 9.90537 -4.67635 -1.79247  C34 1.123
47 H 8.84794 -7.00967 -1.34882  C36 1.073
48 H 8.22165 -6.80279 0.29391  C36 1.105
49 H 7.94733 -8.22518 -0.56891  C36 1.066
50 H 5.64096 -8.24884 -0.64164  C37 1.127
51 H 5.13356 -6.68499 0.06428  C37 1.153
52 H 4.68991 -7.02931 -1.65821  C37 1.102
53 H 4.57021 -3.75109 -3.66336  C39 1.104
54 H 5.66373 -2.46651 -2.99380  C39 1.091
55 H 6.22715 -3.55098 -4.26596  C39 1.082
56 H 6.17210 -4.67598 -0.30144  C40 1.076
57 H 4.58245 -4.47314 -0.70488  C40 1.079
58 H 5.66142 -3.08144 -0.77021  C40 1.057
59 O -6.77094 3.56277 -2.62032  P60 1.467
60 P -5.34390 3.31921 -2.38319  O59 1.467, N61 1.660, N64 1.717, N67 1.702
61 N -5.00236 2.79455 -0.84585  P60 1.660, C62 1.446, C63 1.475
62 C -3.75883 2.97960 -0.13219  N61 1.446, H70 1.110, H71 1.114, H72 1.090
63 C -6.03050 2.11063 -0.03848  N61 1.475, H73 1.088, H74 1.083, H75 1.076
64 N -4.40656 4.74584 -2.56901  P60 1.717, C65 1.495, C66 1.458
65 C -4.76482 5.84562 -1.62121  N64 1.495, H76 1.103, H77 1.083, H78 1.094
66 C -4.46179 5.28821 -3.92154  N64 1.458, H79 1.131, H80 1.106, H81 1.087
67 N -4.70383 2.28863 -3.57715  P60 1.702, C68 1.502, C69 1.468
68 C -5.56930 1.95135 -4.75793  N67 1.502, H82 1.100, H83 1.095, H84 1.095
69 C -3.41498 1.59235 -3.48119  N67 1.468, H85 1.112, H86 1.140, H87 1.133
70 H -3.46447 2.06594 0.42477  C62 1.110
71 H -3.70718 3.79989 0.62036  C62 1.114
72 H -3.01681 3.12349 -0.91733  C62 1.090
73 H -5.62853 1.23257 0.46297  C63 1.088
74 H -6.91127 1.92777 -0.64111  C63 1.083
75 H -6.31963 2.78175 0.75151  C63 1.076
76 H -5.78631 6.23290 -1.77044  C65 1.103
77 H -4.51691 5.55791 -0.60678  C65 1.083
78 H -4.08058 6.67984 -1.80094  C65 1.094
79 H -4.25956 4.48432 -4.69055  C66 1.131
80 H -5.49883 5.63396 -4.09077  C66 1.106
81 H -3.71652 6.05995 -4.09557  C66 1.087
82 H -6.47990 2.56431 -4.69084  C68 1.100
83 H -5.14435 2.20180 -5.73517  C68 1.095
84 H -5.74885 0.87173 -4.78458  C68 1.095
85 H -3.18128 1.16794 -4.48185  C69 1.112
86 H -3.32242 0.73343 -2.73792  C69 1.140
87 H -2.58639 2.32932 -3.24929  C69 1.133
88 O -9.77994 -3.61132 -2.13476  P89 1.476
89 P -8.73238 -2.80834 -2.79645  O88 1.476, N90 1.678, N93 1.698, N96 1.639
90 N -7.37179 -2.70629 -1.81924  P89 1.678, C91 1.501, C92 1.417
91 C -6.07246 -2.11158 -2.27999  N90 1.501, H99 1.127, H100 1.078, H101 1.059
92 C -7.33745 -3.44309 -0.60889  N90 1.417, H102 1.078, H103 1.060, H104 1.084
93 N -9.05734 -1.17519 -3.12887  P89 1.698, C94 1.461, C95 1.477
94 C -10.20360 -1.04665 -4.02588  N93 1.461, H105 1.124, H106 1.099, H107 1.101
95 C -8.86845 -0.09781 -2.13651  N93 1.477, H108 1.140, H109 1.091, H110 1.090
96 N -8.38398 -3.38290 -4.29097  P89 1.639, C97 1.438, C98 1.473
97 C -8.27531 -4.81724 -4.28582  N96 1.438, H111 1.096, H112 1.061, H113 1.090
98 C -7.39469 -2.68732 -5.13136  N96 1.473, H114 1.115, H115 1.073, H116 1.046
99 H -5.75595 -1.27546 -1.59361  C91 1.127
100 H -6.23091 -1.60593 -3.21875  C91 1.078
101 H -5.26047 -2.77591 -2.42440  C91 1.059
102 H -6.75023 -2.86902 0.08992  C92 1.078
103 H -6.72160 -4.30092 -0.70145  C92 1.060
104 H -8.30996 -3.69668 -0.20298  C92 1.084
105 H -10.29215 0.04157 -4.29224  C94 1.124
106 H -10.03557 -1.57229 -4.97658  C94 1.099
107 H -11.17775 -1.34190 -3.60639  C94 1.101
108 H -9.86225 -0.04350 -1.58060  C95 1.140
109 H -8.03242 -0.36547 -1.48861  C95 1.091
110 H -8.68944 0.84956 -2.64585  C95 1.090
111 H -7.25392 -5.19902 -4.18006  C97 1.096
112 H -8.84832 -5.24886 -3.50426  C97 1.061
113 H -8.64515 -5.19201 -5.23978  C97 1.090
114 H -6.33987 -2.91428 -4.85041  C98 1.115
115 H -7.60269 -1.63576 -5.08747  C98 1.073
116 H -7.56256 -3.03965 -6.10227  C98 1.046
117 O 1.24552 3.94181 -4.79158  P118 1.467
118 P 0.94628 5.08971 -3.92922  O117 1.467, N119 1.646, N122 1.663, N125 1.705
119 N 2.31355 5.89271 -3.48758  P118 1.646, C120 1.482, C121 1.444
120 C 3.59973 5.28550 -3.90350  N119 1.482, H128 1.090, H129 1.093, H130 1.101
121 C 2.34894 6.73953 -2.31821  N119 1.444, H131 1.050, H132 1.184, H133 1.043
122 N 0.09978 4.78700 -2.53039  P118 1.663, C123 1.478, C124 1.458
123 C -0.88036 5.68981 -1.89085  N122 1.478, H134 1.129, H135 1.114, H136 1.046
124 C 0.48375 3.61940 -1.74600  N122 1.458, H137 1.083, H138 1.135, H139 1.118
125 N -0.02371 6.27641 -4.67507  P118 1.705, C126 1.419, C127 1.457
126 C 0.64513 6.92826 -5.74350  N125 1.419, H140 1.096, H141 1.095, H142 1.113
127 C -1.26422 5.74546 -5.22422  N125 1.457, H143 1.115, H144 1.071, H145 1.111
128 H 3.79486 4.44559 -3.23657  C120 1.090
129 H 4.36757 6.06326 -3.93616  C120 1.093
130 H 3.47199 4.92893 -4.93775  C120 1.101
131 H 3.01292 7.54721 -2.41738  C121 1.050
132 H 2.64206 6.08502 -1.37641  C121 1.184
133 H 1.42300 7.18383 -2.13484  C121 1.043
134 H -1.87241 5.18548 -1.70300  C123 1.129
135 H -0.46161 5.90738 -0.88144  C123 1.114
136 H -0.99969 6.59626 -2.39998  C123 1.046
137 H 1.28958 3.05935 -2.20414  C124 1.083
138 H 0.79936 3.86637 -0.68409  C124 1.135
139 H -0.35566 2.90222 -1.57118  C124 1.118
140 H 1.39630 7.58005 -5.28401  C126 1.096
141 H 0.97836 6.29690 -6.57366  C126 1.095
142 H -0.05868 7.67922 -6.16794  C126 1.113
143 H -1.17317 5.26876 -6.22792  C127 1.115
144 H -1.91478 6.58474 -5.36335  C127 1.071
145 H -1.62947 5.02732 -4.45906  C127 1.111
146 C -0.34172 -5.84582 -2.44594  O147 1.477, H155 1.086, H156 1.083, H157 1.084
147 O 0.90179 -5.16244 -2.03676  C146 1.477, C148 1.480
148 C 2.01480 -6.02895 -1.58910  O147 1.480, C149 1.519, H158 1.093, H159 1.096
149 C 1.96741 -6.34699 -0.10462  C148 1.519, O150 1.381, H160 1.130, H161 1.111
150 O 2.44867 -5.23163 0.55150  C149 1.381, C151 1.378
151 C 2.48535 -5.23114 1.92893  O150 1.378, C152 1.518, H162 1.072, H163 1.067
152 C 3.05161 -3.86948 2.28807  C151 1.518, O153 1.372, H164 1.126, H165 1.062
153 O 4.35512 -3.83244 1.86167  C152 1.372, C154 1.409
154 C 5.09649 -2.74240 2.35810  O153 1.409, H166 1.103, H167 1.104, H168 1.074
155 H -1.08432 -5.05771 -2.52509  C146 1.086
156 H -0.60310 -6.59049 -1.70405  C146 1.083
157 H -0.26640 -6.47462 -3.32616  C146 1.084
158 H 2.82436 -5.31281 -1.75014  C148 1.093
159 H 2.04353 -6.90723 -2.24375  C148 1.096
160 H 2.66103 -7.21396 0.10752  C149 1.130
161 H 0.96917 -6.68996 0.24336  C149 1.111
162 H 3.13080 -6.00018 2.30362  C151 1.072
163 H 1.48590 -5.31182 2.29496  C151 1.067
164 H 3.05865 -3.67292 3.39713  C152 1.126
165 H 2.42385 -3.21257 1.73899  C152 1.062
166 H 5.92745 -2.60060 1.64607  C154 1.103
167 H 5.56355 -3.01679 3.32055  C154 1.104
168 H 4.57213 -1.81355 2.23138  C154 1.074
169 C -1.40188 -1.71803 -7.74720  O170 1.396, H178 1.149, H179 1.121, H180 1.114
170 O -0.21791 -1.13119 -7.29779  C169 1.396, C171 1.419
171 C -0.51380 0.16154 -6.79369  O170 1.419, C172 1.475, H181 1.109, H182 1.076
172 C 0.68885 0.75128 -6.17639  C171 1.475, O173 1.456, H183 1.103, H184 1.110
173 O 0.84636 0.22553 -4.82805  C172 1.456, C174 1.489
174 C 2.15847 0.67120 -4.28288  O173 1.489, C175 1.516, H185 1.047, H186 1.099
175 C 3.18413 -0.27167 -4.88033  C174 1.516, O176 1.441, H187 1.069, H188 1.105
176 O 3.03653 -1.58755 -4.31154  C175 1.441, C177 1.446
177 C 2.00225 -2.44893 -4.83905  O176 1.446, H189 1.067, H190 1.088, H191 1.111
178 H -1.87086 -1.08868 -8.58631  C169 1.149
179 H -2.09299 -1.91024 -6.88623  C169 1.121
180 H -1.11234 -2.72012 -8.13788  C169 1.114
181 H -1.35157 0.18573 -6.06788  C171 1.109
182 H -0.79628 0.72030 -7.66903  C171 1.076
183 H 0.61432 1.84893 -6.10099  C172 1.103
184 H 1.56904 0.41860 -6.76469  C172 1.110
185 H 2.12940 0.52414 -3.24656  C174 1.047
186 H 2.39350 1.68437 -4.63751  C174 1.099
187 H 4.16407 0.07417 -4.63090  C175 1.069
188 H 3.21365 -0.19165 -5.98194  C175 1.105
189 H 1.03444 -2.33559 -4.40417  C177 1.067
190 H 2.30485 -3.49222 -4.78321  C177 1.088
191 H 1.84938 -2.24688 -5.92102  C177 1.111
192 C 7.47121 0.08684 2.04706  O193 1.427, H201 1.070, H202 1.114, H203 1.141
193 O 6.24421 0.80876 2.14438  C192 1.427, C194 1.428
194 C 6.52106 2.03099 2.82804  O193 1.428, C195 1.526, H204 1.128, H205 1.157
195 C 5.18451 2.76618 2.87649  C194 1.526, O196 1.367, H206 1.142, H207 1.105
196 O 5.29292 4.00716 3.44033  C195 1.367, C197 1.436
197 C 4.02867 4.67138 3.59407  O196 1.436, C198 1.546, H208 1.139, H209 1.041
198 C 4.15258 5.94668 4.45882  C197 1.546, O199 1.379, H210 1.089, H211 1.096
199 O 4.17057 5.65273 5.80555  C198 1.379, C200 1.424
200 C 2.87549 5.39243 6.33666  O199 1.424, H212 1.054, H213 1.068, H214 1.075
201 H 7.27114 -0.78696 1.46209  C192 1.070
202 H 7.85048 -0.25451 3.03698  C192 1.114
203 H 8.24649 0.67907 1.45538  C192 1.141
204 H 7.22098 2.68269 2.22939  C194 1.128
205 H 6.92290 1.80441 3.88962  C194 1.157
206 H 4.46909 2.10222 3.46990  C195 1.142
207 H 4.77398 2.81186 1.85170  C195 1.105
208 H 3.39484 3.91282 4.15894  C197 1.139
209 H 3.55435 4.77904 2.67378  C197 1.041
210 H 3.25785 6.52700 4.23755  C198 1.089
211 H 5.03158 6.58680 4.32489  C198 1.096
212 H 3.02172 4.69489 7.11252  C200 1.054
213 H 2.11240 5.03753 5.67959  C200 1.068
214 H 2.42943 6.22917 6.84365  C200 1.075
215 C -0.27176 -2.55618 7.25475  O216 1.436, H224 1.062, H225 1.060, H226 1.112
216 O -0.68703 -2.63377 5.88220  C215 1.436, C217 1.415
217 C 0.30628 -2.72411 4.87825  O216 1.415, C218 1.547, H227 1.059, H228 1.080
218 C 0.96770 -1.37413 4.51472  C217 1.547, O219 1.406, H229 1.164, H230 1.098
219 O 2.09910 -1.30357 5.34588  C218 1.406, C220 1.397
220 C 3.07396 -0.33477 5.09628  O219 1.397, C221 1.516, H231 1.115, H232 1.113
221 C 4.17177 -0.41862 6.13848  C220 1.516, O222 1.470, H233 1.096, H234 1.152
222 O 3.73740 0.05091 7.46174  C221 1.470, C223 1.422
223 C 4.80296 0.70927 8.13403  O222 1.422, H235 1.160, H236 1.070, H237 1.119
224 H 0.51918 -3.24068 7.43588  C215 1.062
225 H -1.15814 -2.77807 7.79155  C215 1.060
226 H 0.14700 -1.54189 7.43642  C215 1.112
227 H -0.11349 -3.25336 4.06206  C217 1.059
228 H 1.16285 -3.26537 5.25187  C217 1.080
229 H 0.20732 -0.53020 4.76641  C218 1.164
230 H 1.19382 -1.34338 3.44063  C218 1.098
231 H 2.67654 0.70685 5.07657  C220 1.115
232 H 3.50820 -0.50336 4.08561  C220 1.113
233 H 5.07972 0.11821 5.84054  C221 1.096
234 H 4.51044 -1.50708 6.30651  C221 1.152
235 H 4.57133 0.77096 9.26938  C223 1.160
236 H 4.95617 1.72988 7.85295  C223 1.070
237 H 5.68635 0.03711 7.99560  C223 1.119
238 C -6.23421 0.07277 2.75996  O239 1.381, H247 1.141, H248 1.092, H249 1.041
239 O -5.10479 -0.58292 2.31137  C238 1.381, C240 1.441
240 C -4.18798 -0.76439 3.40810  O239 1.441, C241 1.492, H250 1.075, H251 1.074
241 C -4.74857 -1.23914 4.70625  C240 1.492, O242 1.410, H252 1.074, H253 1.052
242 O -5.03501 -0.18943 5.60341  C241 1.410, C243 1.431
243 C -5.27667 -0.63362 6.94183  O242 1.431, C244 1.497, H254 1.084, H255 1.091
244 C -4.00465 -0.70347 7.72823  C243 1.497, O245 1.424, H256 1.124, H257 1.116
245 O -3.54494 0.59245 8.09830  C244 1.424, C246 1.416
246 C -2.60840 0.45930 9.15215  O245 1.416, H258 1.054, H259 1.104, H260 1.121
247 H -6.58078 -0.34435 3.76343  C238 1.141
248 H -6.99208 -0.04569 1.98321  C238 1.092
249 H -6.03889 1.08452 2.90513  C238 1.041
250 H -3.63127 0.14484 3.54480  C240 1.075
251 H -3.43088 -1.43617 3.04763  C240 1.074
252 H -4.02026 -1.89957 5.13818  C241 1.074
253 H -5.65867 -1.73006 4.51404  C241 1.052
254 H -5.90234 -1.51810 6.98116  C243 1.084
255 H -5.87777 0.19068 7.32859  C243 1.091
256 H -3.24734 -1.34937 7.20635  C244 1.124
257 H -4.29252 -1.24453 8.66136  C244 1.116
258 H -1.99970 1.31369 9.05424  C246 1.054
259 H -1.89700 -0.38486 9.18271  C246 1.104
260 H -3.16113 0.62722 10.11235  C246 1.121
261 C -2.50213 -1.26603 -0.49853  O262 1.469, H270 1.071, H271 1.124, H272 1.105
262 O -2.38259 -1.20184 -1.96130  C261 1.469, C263 1.396
263 C -1.16761 -0.62755 -2.33778  O262 1.396, C264 1.583, H273 1.097, H274 1.140
264 C 0.15155 -1.35253 -1.84624  C263 1.583, O265 1.390, H275 1.097, H276 1.116
265 O 0.58070 -0.95949 -0.58429  C264 1.390, C266 1.444
266 C 1.69217 -1.74656 -0.10425  O265 1.444, C267 1.510, H277 1.147, H278 1.175
267 C 3.05338 -1.32001 -0.59960  C266 1.510, O268 1.434, H279 1.115, H280 1.087
268 O 3.59846 -0.12827 -0.01667  C267 1.434, C269 1.457
269 C 4.83526 0.27876 -0.67116  O268 1.457, H281 1.119, H282 1.122, H283 1.090
270 H -2.54348 -0.28352 -0.07451  C261 1.071
271 H -1.63554 -1.79062 -0.01192  C261 1.124
272 H -3.41011 -1.84384 -0.25008  C261 1.105
273 H -1.12508 0.40927 -1.98228  C263 1.097
274 H -1.02311 -0.69070 -3.46672  C263 1.140
275 H 0.90579 -1.05044 -2.58269  C264 1.097
276 H 0.00501 -2.45847 -1.85461  C264 1.116
277 H 1.57800 -2.83863 -0.43556  C266 1.147
278 H 1.62747 -1.68024 1.06744  C266 1.175
279 H 3.09330 -1.30473 -1.71331  C267 1.115
280 H 3.73815 -2.14378 -0.41365  C267 1.087
281 H 4.79999 0.12204 -1.77849  C269 1.119
282 H 5.71652 -0.18199 -0.15158  C269 1.122
283 H 5.05094 1.30575 -0.37762  C269 1.090

Summary:
* multiplicity: 1
* LUMO energy: 0.015 Ha
* SMILES: CN(C)P(=O)(N(C)C)N(C)C.CN(C)P(=O)(N(C)C)N(C)C.CN(C)P(=O)(N(C)C)N(C)C.CN(C)P(=O)(N(C)C)N(C)C.CN(C)P(=O)(N(C)C)N(C)C.COCCOCCOC.COCCOCCOC.COCCOCCOC.COCCOCCOC.COCCOCCOC.COCCOCCOC
* energy relative to the best compared isomer or geometry (same formula, charge and spin): 3.141 eV